No. 1
Here is a 8-piece molecular cluster, C17H27N8O3S overall from the OMol25 dataset. Energies are from wB97M-V/def2-TZVPD.

Element x y z (Å)
C1 -1.93122 -0.63219 -0.29548
S1 -0.58926 -1.55004 -1.11574
O1 -0.87596 -1.61226 -2.55490
O2 -0.66992 -2.88870 -0.52342
N1 0.81173 -0.94272 -0.73609
C2 1.24662 0.22315 -1.51916
C3 0.21196 1.29429 -1.77620
O3 -0.18952 1.59910 -2.87671
H1 -2.52488 -0.06556 -1.01337
H2 -1.42214 0.06634 0.36136
H3 -2.53012 -1.29405 0.31659
H4 2.03110 0.70823 -0.92227
H5 1.70265 -0.04244 -2.47565
H6 -0.19919 1.81628 -0.88406
C4 1.29435 -2.76931 3.09700
C5 0.08695 -2.07549 2.67081
N2 -0.85648 -1.54401 2.29259
H7 2.16094 -2.12848 2.94317
H8 1.22063 -3.03406 4.15058
H9 1.41546 -3.67277 2.50249
C6 -2.65332 -2.60600 -4.74180
C7 -3.96408 -2.96075 -5.28291
N3 -4.99604 -3.24156 -5.70451
H10 -2.23113 -1.77749 -5.30605
H11 -2.73068 -2.30587 -3.69918
H12 -1.98283 -3.46028 -4.80601
C8 0.71904 1.23221 3.80807
C9 1.23337 2.03861 2.70380
N4 1.63309 2.70601 1.85813
H13 0.64820 1.84615 4.70382
H14 -0.26333 0.84001 3.55019
H15 1.39116 0.40003 4.00370
C10 -3.13652 -5.30599 -1.01111
C11 -3.13025 -6.62796 -0.39122
N5 -3.12839 -7.66768 0.09820
H16 -3.52141 -5.37961 -2.02703
H17 -3.77024 -4.63338 -0.43728
H18 -2.12641 -4.89151 -1.03707
C12 3.03868 4.97770 4.97829
C13 3.16558 3.65787 5.58789
N6 3.24152 2.59753 6.02396
H19 2.61601 4.87202 3.98391
H20 2.38728 5.60665 5.58099
H21 4.01344 5.45227 4.89391
C14 1.76566 -1.23525 -5.44782
C15 2.59982 -0.09841 -5.07542
N7 3.24000 0.79813 -4.75123
H22 0.79205 -1.13788 -4.96555
H23 1.63899 -1.26412 -6.52876
H24 2.23312 -2.15942 -5.11418
C16 -0.29229 6.22405 1.98670
C17 1.00315 6.68158 2.47833
N8 2.02444 7.04445 2.85792
H25 -0.96168 6.04165 2.82506
H26 -0.72804 6.98087 1.33779
H27 -0.16166 5.30003 1.42497

Cartesian forces (eV/Å) of the 3 atoms listed first:
C 0.35 0.64 -0.34
S 1.05 -1.86 0.09
O -0.26 0.86 -0.05

## Properties
E: -46964.206 eV
HOMO: -5.02 eV
LUMO energy: 2.07 eV
Kohn-Sham gap: 7.1 eV
total charge: -1

Results of the Löwdin charge analysis, in e, for atoms 1 through 8: -0.187 0.442 -0.399 -0.421 -0.238 -0.292 -0.294 0.018

No. 2
Here is C4H6N2O as an isolated structure from the OMol25 dataset. Energies are from wB97M-V/def2-TZVPD.

Element x y z (Å)
N1 -0.92926 -1.51313 -1.32122
C1 -0.51459 -0.43030 -0.58622
C2 0.88472 0.10103 -0.61221
O1 1.83729 -0.58684 -0.28782
N2 0.81503 1.45951 -0.23347
C3 0.10918 1.05760 1.01744
C4 -1.01288 0.19852 0.48962
H1 -0.17081 -2.05450 -1.71426
H2 -1.62364 -2.08740 -0.86275
H3 0.93841 0.27139 1.35737
H4 1.75919 1.72856 0.03708
H5 -0.18920 1.90115 1.65880
H6 -1.90343 -0.04560 1.05764

Cartesian forces (eV/Å) of the 3 atoms listed first:
N -0.09 -0.04 -0.11
C -0.13 -0.07 0.22
C 0.44 -0.48 0.57

## Properties
E: -9270.922 eV
HOMO: -8.61 eV
LUMO energy: 0.87 eV
Kohn-Sham gap: 9.5 eV

Results of the Löwdin charge analysis, in e, for atoms 1 through 8: 0.117 -0.281 -0.455 0.079 0.050 -0.183 -0.027 0.099

No. 3
Here is C48H52BBrF4MgN4O3P as an isolated structure from the OMol25 dataset. Energies are from wB97M-V/def2-TZVPD.

Element x y z (Å)
Mg1 7.67902 -21.97193 -7.51571
N1 11.68213 -19.68907 -5.48198
C1 11.48334 -19.99529 -6.89420
C2 10.01534 -20.16365 -7.24453
O1 9.51228 -21.36513 -6.97244
N2 9.57211 -19.06957 -7.81049
C3 8.30800 -18.84544 -8.52025
C4 7.49044 -20.07349 -8.48143
O2 7.61971 -20.94910 -9.40312
O3 6.80884 -20.24748 -7.42817
H1 12.55741 -19.17469 -5.32686
H2 10.95624 -19.01408 -5.16150
H3 11.89043 -19.17850 -7.54181
H4 11.98351 -20.94243 -7.04811
H5 7.83977 -17.97811 -8.07830
H6 8.65338 -18.67394 -9.57126
F1 6.76128 -15.59241 0.35743
C5 7.27504 -15.91580 -0.85498
C6 7.77387 -14.85946 -1.64527
F2 7.66159 -13.58672 -1.15372
C7 8.26876 -15.14408 -2.92514
F3 8.76654 -14.17434 -3.73944
C8 8.29896 -16.46018 -3.40535
P1 8.92436 -17.05188 -5.03529
C9 8.12934 -15.87889 -6.12886
C10 6.73130 -16.06320 -6.22017
C11 5.97740 -15.32334 -7.12737
C12 6.65561 -14.42223 -7.97460
C13 8.02996 -14.26057 -7.95455
C14 8.76989 -14.99040 -7.03797
C15 10.60668 -16.51103 -5.05884
C16 11.25645 -16.07425 -3.86960
C17 12.50429 -15.44230 -4.03360
C18 13.05547 -15.27392 -5.30543
C19 12.54748 -15.92073 -6.42570
C20 11.31160 -16.57160 -6.29491
C21 7.86251 -17.50838 -2.59688
Br1 8.19547 -19.29210 -3.24280
C22 7.39334 -17.24852 -1.31073
F4 7.08178 -18.31900 -0.54446
H7 6.18545 -16.83036 -5.68283
H8 4.90678 -15.47602 -7.22100
H9 6.06520 -13.77140 -8.60696
H10 8.46624 -13.55416 -8.62757
H11 9.87704 -14.96486 -7.07954
H12 10.81419 -16.27724 -2.88557
H13 13.04415 -15.11520 -3.17156
H14 13.94768 -14.61170 -5.40449
H15 13.16004 -15.98941 -7.33735
H16 10.78281 -17.05283 -7.09669
C23 4.97689 -23.79115 -10.43218
C24 5.08300 -24.16388 -8.97963
C25 4.78849 -25.67658 -8.85633
C26 4.22714 -23.32193 -8.05028
C27 3.12989 -22.64732 -8.54707
C28 2.13806 -22.08278 -7.74182
C29 2.44141 -21.95501 -6.42949
C30 3.63938 -22.37634 -5.86883
C31 4.07499 -21.61573 -4.66253
C32 5.22665 -22.21417 -3.85726
C33 4.38197 -20.14574 -5.05463
C34 4.44781 -23.21655 -6.65104
N3 5.51609 -24.03692 -6.07855
B1 6.93659 -23.92564 -6.43965
N4 7.60343 -24.95816 -5.53961
C35 6.57416 -25.52005 -4.75834
C36 5.37206 -24.90617 -4.99520
C37 8.99319 -25.30718 -5.42230
C38 9.56605 -25.64940 -4.14930
C39 10.88680 -26.10313 -4.11530
C40 11.66556 -26.21147 -5.24241
C41 11.12490 -25.84219 -6.47932
C42 9.81146 -25.35880 -6.58296
C43 9.24917 -24.92367 -7.94153
C44 10.26165 -24.36181 -8.92778
C45 8.42822 -26.02670 -8.60787
C46 8.98816 -25.47914 -2.70140
C47 7.99804 -24.30565 -2.50985
C48 8.44955 -26.76505 -2.09883
H17 5.53118 -24.50607 -11.06661
H18 5.42136 -22.81311 -10.61831
H19 3.92762 -23.75356 -10.82380
H20 6.12421 -24.03080 -8.68759
H21 3.72283 -25.79073 -9.17767
H22 4.90446 -26.05012 -7.85411
H23 5.44218 -26.27251 -9.50668
H24 3.03087 -22.54557 -9.60710
H25 1.23760 -21.62187 -8.16073
H26 1.75979 -21.38857 -5.76353
H27 3.16974 -21.53171 -4.00554
H28 6.14475 -22.27318 -4.44287
H29 4.91558 -23.19882 -3.46429
H30 5.51857 -21.56625 -3.03853
H31 5.15612 -20.12525 -5.86330
H32 4.73337 -19.59248 -4.16745
H33 3.47530 -19.66586 -5.42206
H34 6.69957 -26.37832 -4.10608
H35 4.46472 -25.03646 -4.41769
H36 11.26685 -26.41680 -3.12644
H37 12.67913 -26.63425 -5.21642
H38 11.77177 -25.81397 -7.35701
H39 8.50537 -24.10752 -7.67609
H40 10.97797 -25.12421 -9.17437
H41 10.80040 -23.46499 -8.55450
H42 9.68573 -24.08848 -9.83463
H43 9.07273 -26.88686 -8.72781
H44 8.17385 -25.69647 -9.64465
H45 7.55413 -26.27461 -8.01797
H46 9.91946 -25.21687 -2.14462
H47 6.96915 -24.71060 -2.43968
H48 8.02358 -23.61677 -3.39648
H49 8.25374 -23.75051 -1.63244
H50 7.61659 -27.18803 -2.64508
H51 8.19419 -26.57066 -1.04430
H52 9.24515 -27.53035 -2.02141

Cartesian forces (eV/Å) of the 3 atoms listed first:
Mg 0.57 -1.64 0.83
N -0.53 1.15 1.28
C 0.47 0.59 0.11

## Properties
E: -159047.992 eV
HOMO: -4.46 eV
LUMO energy: 1.99 eV
Kohn-Sham gap: 6.4 eV
total charge: -1

Results of the Löwdin charge analysis, in e, for atoms 1 through 8: 0.699 0.003 -0.232 -0.472 -0.146 0.063 -0.136 -0.664

No. 4
Here is a 3-piece molecular cluster, C11H15BrN2O3 overall from the OMol25 dataset. Energies are from wB97M-V/def2-TZVPD.

Element x y z (Å)
C1 -5.74628 4.49838 -4.38457
C2 -4.53017 4.35043 -4.46978
O1 -3.13069 4.47861 -4.58841
C3 -2.50438 4.18997 -3.35086
O2 -1.33143 3.87924 -3.40151
O3 -3.14271 4.29869 -2.10499
Br1 -3.86672 2.70486 -1.56116
H1 -6.74841 4.65971 -3.89408
C4 -0.07838 -0.46952 1.29988
C5 -1.05122 0.67867 1.55235
C6 -2.51473 0.26884 1.37045
C7 -2.74303 -0.19651 -0.03074
N1 -2.91309 -0.57111 -1.12204
H2 -0.13858 -0.82890 0.27025
H3 0.94835 -0.13911 1.46903
H4 -0.28001 -1.30607 1.96766
H5 -0.81111 1.50409 0.87467
H6 -0.90861 1.04833 2.57168
H7 -3.17119 1.11798 1.57466
H8 -2.77707 -0.53614 2.06138
C8 4.80219 -3.51511 2.01248
C9 4.52209 -2.98422 0.61064
C10 3.44798 -1.89367 0.59021
C11 2.15956 -2.43642 1.11583
N2 1.16058 -2.85691 1.52281
H9 3.91920 -3.98953 2.44711
H10 5.59289 -4.26782 1.98236
H11 5.12409 -2.71026 2.67953
H12 4.21619 -3.81689 -0.02953
H13 5.44773 -2.58011 0.19172
H14 3.29330 -1.53721 -0.43072
H15 3.75367 -1.04229 1.20372

Cartesian forces (eV/Å) of the 3 atoms listed first:
C 1.58 -0.17 1.24
C -0.43 1.48 -0.17
O -3.32 -0.93 2.43

## Properties
E: -90809.643 eV
HOMO: -10.40 eV
LUMO energy: -1.24 eV
Kohn-Sham gap: 9.2 eV

Results of the Löwdin charge analysis, in e, for atoms 1 through 8: 0.108 -0.168 0.070 -0.581 0.147 -0.508 0.883 0.073

No. 5
Here is a 2-piece molecular cluster, C27H26Br2N overall from the OMol25 dataset. Energies are from wB97M-V/def2-TZVPD.

Element x y z (Å)
Br1 -6.88262 1.22771 3.22451
C1 -5.20182 0.36981 3.13566
C2 -5.13236 -1.03610 3.08238
C3 -3.89228 -1.66677 3.03625
C4 -2.67824 -0.92325 3.03293
C5 -1.42451 -1.60661 2.99658
C6 -0.19138 -0.97860 3.11915
C7 1.00180 -1.58714 2.75745
C8 2.22119 -0.85258 2.58591
C9 3.17858 -1.24808 1.61302
C10 4.32006 -0.48822 1.38812
C11 4.57326 0.64818 2.18056
Br2 6.13136 1.67860 1.88771
C12 3.64624 1.05013 3.15656
C13 2.48873 0.30373 3.36383
C14 -2.77693 0.49811 3.06474
C15 -4.02021 1.13293 3.11754
H1 -6.05066 -1.61712 3.06490
H2 -3.83759 -2.75533 2.98763
H3 -1.44606 -2.68860 2.85117
H4 -0.15635 0.04677 3.49975
H5 0.99378 -2.63573 2.44515
H6 2.97821 -2.14201 1.01583
H7 5.02566 -0.77006 0.60980
H8 3.83201 1.94193 3.74876
H9 1.77844 0.59905 4.13792
H10 -1.86888 1.09835 3.02682
H11 -4.08029 2.21781 3.12941
C16 5.43536 -4.67072 3.63810
C17 5.43453 -3.46978 4.36471
C18 4.24404 -2.95106 4.86349
C19 3.01709 -3.64633 4.68973
C20 1.78622 -3.11174 5.22257
C21 0.60746 -3.82121 5.35051
N1 -0.37870 -3.50403 6.19981
C22 -1.58908 -4.30701 6.31716
C23 -2.44644 -3.60400 7.37696
C24 -1.60636 -2.45467 7.94744
C25 -0.24912 -2.47442 7.21396
C26 3.04210 -4.86958 3.96971
C27 4.23395 -5.36575 3.45000
H12 6.36518 -5.06613 3.22763
H13 6.37306 -2.94052 4.53974
H14 4.23499 -2.01021 5.42113
H15 1.81563 -2.08029 5.59192
H16 0.42788 -4.71786 4.74315
H17 -2.10838 -4.37694 5.35005
H18 -1.34387 -5.33679 6.62465
H19 -3.36077 -3.22446 6.91528
H20 -2.73154 -4.32180 8.14586
H21 -2.10078 -1.49634 7.77742
H22 -1.44009 -2.56994 9.01854
H23 0.56998 -2.70936 7.92152
H24 -0.01666 -1.49235 6.77006
H25 2.10406 -5.40876 3.83094
H26 4.22308 -6.30572 2.89652

Cartesian forces (eV/Å) of the 3 atoms listed first:
Br 0.42 -0.20 -0.04
C 0.58 -0.44 -0.02
C 0.20 0.29 0.01

## Properties
E: -169988.225 eV
HOMO: -9.65 eV
LUMO energy: -5.41 eV
Kohn-Sham gap: 4.2 eV
total charge: +1

Results of the Löwdin charge analysis, in e, for atoms 1 through 8: 0.807 -0.659 -0.098 -0.006 -0.211 0.033 -0.070 0.024

No. 6
Here is one molecule with the formula C4H9NO2 from the OMol25 dataset. Energies are from wB97M-V/def2-TZVPD.

Element x y z (Å)
C1 1.17716 -0.76620 -0.91525
C2 0.03052 -0.73196 0.09484
C3 0.43588 -0.00204 1.37307
O1 -0.54830 -0.05778 2.37112
N1 -1.21342 -0.21139 -0.53364
C4 -1.13547 1.06788 -1.14092
O2 -1.72475 1.01323 0.12162
H1 0.86124 -1.18321 -1.87708
H2 1.98236 -1.39775 -0.52874
H3 1.59975 0.23033 -1.09447
H4 -0.23169 -1.75889 0.37110
H5 1.32445 -0.50058 1.77682
H6 0.72173 1.03423 1.13098
H7 -1.29348 0.45806 2.03421
H8 -1.80176 1.20641 -1.99202
H9 -0.18422 1.59966 -1.19164

Cartesian forces (eV/Å) of the 3 atoms listed first:
C 0.06 -0.01 -0.01
C 0.08 -0.10 0.05
C 0.29 0.01 -0.25

## Properties
E: -9876.133 eV
HOMO: -9.71 eV
LUMO energy: 0.95 eV
Kohn-Sham gap: 10.7 eV

Results of the Löwdin charge analysis, in e, for atoms 1 through 8: -0.058 -0.350 -0.246 -0.049 0.006 -0.194 -0.060 0.086